[1]
The following is a DFT calculation (ωB97M-V/def2-TZVPD) of a structure of composition C28H36CaN4O2P2 in a non-equilibrium geometry.

Highest occupied orbital energy (eV): -7.3590
HOMO-LUMO gap (eV): 6.536
Energy above the lowest of the compared OMol25 structures with the same formula, charge and spin (kJ/mol): 61.0

Element x y z (Å)
O 0.277 -0.058 0.290
H 9.640 2.324 -5.541
H 8.931 -6.222 -1.807
C 0.323 -2.900 -1.659
C 3.401 0.932 -6.804
C 8.902 1.664 -5.976
H 3.693 1.135 -10.109
C 8.943 1.103 -7.288
H 2.229 -2.852 -2.398
H -2.722 -2.567 -2.835
H 1.504 3.744 1.194
H 7.505 -0.289 -8.266
H 1.168 -4.814 -5.524
H 9.698 1.240 -8.046
C 3.094 -4.081 -4.736
Ca 2.065 0.895 0.929
H 2.768 -6.250 -7.220
H 7.602 -2.716 -5.496
H -2.393 -1.179 -1.792
C 6.778 -6.151 -4.327
P 5.694 -3.437 -4.233
N 4.617 0.277 -7.045
C 7.481 -4.801 -2.655
C 0.956 2.894 0.756
H 1.034 -2.552 -3.653
C -0.172 -0.192 1.500
C 2.876 1.359 -8.012
N 7.055 0.379 -6.251
H 3.042 1.017 -5.783
C 7.747 1.203 -5.361
C 6.613 -3.083 -5.802
C 1.719 -0.818 -2.543
N 6.590 -4.894 -3.739
H 2.896 -3.349 -3.977
C 3.784 0.961 -9.047
H 7.347 1.372 -4.371
C 1.307 -2.294 -2.628
C 8.185 -5.988 -2.551
H 6.787 -4.004 -6.376
H 2.609 -0.704 -3.194
C 5.912 -2.034 -6.674
H 5.320 -5.569 -6.616
O 0.532 0.176 2.504
H -2.058 -0.947 -4.308
H 6.526 -1.843 -7.562
H 5.696 -0.183 -8.870
C -0.998 -2.734 -1.562
H 6.208 -6.476 -5.177
H -1.190 -0.566 1.568
H -0.596 -1.901 -4.190
C 2.250 -4.817 -5.556
H 2.099 -0.620 -1.516
P 5.535 -0.483 -5.740
H -1.153 0.958 -3.457
C -1.237 -1.216 -3.635
C 7.745 -6.847 -3.609
C 3.085 -5.565 -6.445
H 4.959 -2.427 -7.047
C -0.547 0.064 -3.259
H 8.088 -7.844 -3.825
C 7.804 0.313 -7.426
H 1.076 1.246 -2.720
H -1.510 -3.155 -0.691
H -0.019 2.790 1.262
H 7.504 -3.891 -2.072
C -1.907 -1.931 -2.441
N 4.423 -4.382 -5.044
C 0.712 0.224 -2.874
H 0.780 3.071 -0.319
H 0.815 -3.491 -0.881
C 4.834 0.287 -8.427
C 4.404 -5.247 -6.140
H 1.939 1.891 -8.154

Charge distribution, Mulliken scheme, values in e: -0.4990, 0.3971, 0.4091, -0.4612, -0.4344, -0.6163, 0.4259, -0.7178, 0.7007, 0.4283, 0.3776, 0.2143, 0.4962, 0.4371, -0.1606, 1.1951, 0.4373, 0.5205, 0.2896, -0.1056, -0.1923, 0.4198, -0.4101, -1.4897, 0.2843, 0.3031, -0.5978, 0.3099, 0.3866, -0.4648, -1.2076, 0.8749, 0.3176, -0.1928, -0.6768, 0.3792, -0.8793, -0.5757, 0.5122, 0.2096, -0.6367, 0.4841, -0.7469, 0.4302, 0.3984, 0.2003, -0.7628, 0.2683, 0.3848, 0.2478, -0.3626, -0.3803, 0.0358, 0.3617, -0.8908, -0.5934, -1.2137, 0.5207, -0.4528, 0.4446, -0.0400, 0.4304, 0.3886, 0.2408, 0.3500, -0.5344, 0.3169, -0.3394, 0.2585, 0.3384, -0.0797, -0.1132, 0.4023

***

[2]
The following is a DFT calculation (ωB97M-V/def2-TZVPD) of a structure of composition C23H14CeCl2N6O5S.

Highest occupied orbital energy (eV): -7.9661
HOMO-LUMO gap (eV): 5.740
Energy above the lowest of the compared OMol25 structures with the same formula, charge and spin (kJ/mol): 19.8

Element x y z (Å)
C -5.403 0.963 1.682
H -6.465 1.170 1.715
H 3.022 4.250 1.416
O -0.168 -1.071 2.815
H 2.648 -1.866 -0.199
N 1.496 -0.291 -0.827
C -0.385 -2.405 2.697
N 2.035 4.374 1.540
Cl -1.452 3.542 -2.255
C 3.575 -0.830 -1.861
C -0.012 2.594 -2.373
H 0.810 -4.112 -2.167
N -0.064 3.585 1.589
C 0.769 -4.074 1.203
C -0.241 -2.708 -0.945
H 1.626 5.288 1.448
C -4.944 -0.343 1.624
C -4.489 2.004 1.699
N -2.695 0.444 1.598
O -0.879 0.967 -0.845
S 2.013 1.753 1.608
N -0.882 2.497 1.645
H -4.812 3.035 1.746
C -3.578 -0.556 1.594
C 1.331 0.734 -1.713
H 4.252 0.473 -3.406
C 0.555 -3.802 -1.163
C 2.221 -5.528 -0.317
H -5.620 -1.185 1.610
O 2.208 -6.477 0.475
C 2.563 -1.050 -0.909
Cl 3.344 2.743 -4.547
H -0.675 -2.145 -1.763
C 1.001 2.998 -3.270
O -0.883 -3.089 3.539
Ce -0.241 0.116 1.041
C 1.219 3.304 1.584
C -3.136 1.712 1.649
O 2.992 -5.199 -1.241
C 2.132 2.252 -3.412
H -3.171 -1.560 1.563
C 2.334 1.085 -2.627
H 4.416 -1.507 -1.902
C 3.474 0.249 -2.689
C -2.131 2.777 1.637
H 0.859 3.894 -3.856
C 1.135 -4.469 -0.083
C 0.103 1.448 -1.634
C 0.000 -2.943 1.341
N -0.481 -2.230 0.294
H -2.447 3.814 1.584
H 1.122 -4.626 2.064

Charge distribution, Mulliken scheme, values in e: -0.2072, 0.4358, 0.2013, -0.5282, 0.6027, 0.3186, 0.0359, -0.4029, -0.2073, -1.2152, 0.7132, 0.4834, -1.3559, -0.7010, -0.6381, 0.2392, -0.9985, -0.8723, 0.0896, -0.6019, -0.4874, 0.9821, 0.4255, 0.0906, 0.5079, 0.4402, -0.4720, 0.2071, 0.4205, -0.6947, -0.2554, -0.2469, 0.5444, -0.7936, -0.5489, 0.5212, 0.7614, 0.8177, -0.6952, 0.7615, 0.4141, -0.0739, 0.4701, -0.6803, -0.4571, 0.4595, 0.4453, -0.1539, 1.1008, -0.0847, 0.3300, 0.5529

***

[3]
The following is a DFT calculation (ωB97M-V/def2-TZVPD) of the molecule C3H2F2O in a non-equilibrium geometry.

Highest occupied orbital energy (eV): -10.6965
HOMO-LUMO gap (eV): 10.725
Energy above the lowest of the compared OMol25 structures with the same formula, charge and spin (kJ/mol): 68.8
SMILES: O=C/C(F)=C/F

Element x y z (Å)
C -0.863 0.064 0.918
F -1.767 -0.861 1.211
H -0.879 0.931 1.574
C -0.010 0.011 -0.072
O 1.890 0.938 -1.045
F 0.001 -1.015 -0.924
C 0.999 1.025 -0.232
H 0.894 1.855 0.523

Charge distribution, Mulliken scheme, values in e: -0.1230, -0.2121, 0.2798, 0.6066, -0.4525, -0.2426, -0.0699, 0.2137

***

[4]
The following is a DFT calculation (ωB97M-V/def2-TZVPD) of the molecule CH6NPS in a non-equilibrium geometry.

Highest occupied orbital energy (eV): -7.5736
HOMO-LUMO gap (eV): 7.874
Energy above the lowest of the compared OMol25 structures with the same formula, charge and spin (kJ/mol): 493.7
SMILES: C=[S@@H](N)=P

Element x y z (Å)
H -1.254 1.984 -0.144
H -0.044 -1.761 -0.824
H -0.256 0.294 1.498
N -0.375 -1.354 0.038
C -0.225 1.736 -0.315
H -1.389 -1.346 0.056
P 2.594 0.045 0.209
S 0.311 0.283 0.258
H 0.198 2.003 -1.265
H 2.354 -1.295 0.503

Charge distribution, Mulliken scheme, values in e: 0.2914, 0.2660, 0.2168, -0.5750, -0.7013, 0.2841, -0.0966, 0.0446, 0.2907, -0.0207

***

[5]
The following is a DFT calculation (ωB97M-V/def2-TZVPD) of the ion C2H7N4 with charge +1 in a non-equilibrium geometry.

Highest occupied orbital energy (eV): -14.7686
HOMO-LUMO gap (eV): 10.802
Energy above the lowest of the compared OMol25 structures with the same formula, charge and spin (kJ/mol): 438.0
SMILES: [H]/N=C1/CN[NH2+]N1
Charge: +1

Element x y z (Å)
H 1.699 -0.992 0.837
C -0.108 1.147 0.241
H -2.692 -0.876 -0.596
H -0.103 1.541 1.329
N 1.211 -0.653 0.010
N -0.174 -1.158 0.081
H 1.783 -1.001 -0.759
N 1.218 0.705 -0.205
H -0.550 2.124 -0.270
H 1.222 0.817 -1.187
N -2.196 0.026 -0.295
H -0.311 -1.644 0.875
C -1.000 -0.036 -0.060

Charge distribution, Mulliken scheme, values in e: 0.3401, -0.5363, 0.3019, 0.2608, 0.1761, -0.3522, 0.3443, -0.4025, 0.3001, 0.3429, -0.4892, 0.2601, 0.4540

***

[6]
The following is a DFT calculation (ωB97M-V/def2-TZVPD) of a cluster of 2 separate species, C5H5Cl2O2 in total in a non-equilibrium geometry.

Highest occupied orbital energy (eV): -4.5057
HOMO-LUMO gap (eV): 7.660
Energy above the lowest of the compared OMol25 structures with the same formula, charge and spin (kJ/mol): 267.1
Charge: -1

Element x y z (Å)
C 0.681 -1.850 0.936
C -1.391 0.276 0.228
H -1.019 0.692 -1.940
Cl -1.963 1.166 1.631
Cl -2.525 -1.012 -0.089
H 0.074 1.520 -0.868
O 2.431 -0.202 -1.105
C 1.903 0.225 -0.089
C -1.030 1.184 -0.906
C 0.722 -0.650 0.388
H -0.212 -2.264 1.226
O 2.215 1.164 0.599
H 1.789 -2.342 0.966
H -1.676 2.092 -0.977

Charge distribution, Mulliken scheme, values in e: -0.6894, 0.4125, 0.2874, -0.2174, -0.2090, 0.2536, -0.6654, 0.2038, -1.1298, 0.5176, 0.3800, -0.6580, 0.1761, 0.3381

***

[7]
The following is a DFT calculation (ωB97M-V/def2-TZVPD) of a structure of composition C19H43P3S2Ti in a non-equilibrium geometry.

Expectation value of S²: 0.771
Highest occupied orbital energy (alpha / beta) (eV): -15.7229 / -15.6955
HOMO-LUMO gap (alpha / beta) (eV): 5.024 / 3.544
Energy above the lowest of the compared OMol25 structures with the same formula, charge and spin (kJ/mol): 0.0
Multiplicity: 2
Charge: +3

Element x y z (Å)
H 2.852 1.683 3.211
H -3.531 -2.184 -0.645
C -2.228 1.939 3.586
H 1.578 2.993 -0.597
H 3.595 -0.660 -0.017
C -0.631 -2.723 2.847
H 2.349 -4.133 -7.148
P -2.350 -0.390 0.504
S 0.858 -1.476 -0.427
H -1.664 -2.579 3.195
C 3.440 1.335 2.354
H -0.071 3.554 4.390
H -4.536 -0.318 1.568
H -2.052 3.425 0.882
H 3.295 3.265 -0.180
H -2.106 1.018 4.169
H -3.688 -1.865 1.899
C -2.484 -1.857 -0.582
H 3.039 0.392 -1.324
H -1.505 4.487 2.220
Ti 0.045 0.223 1.160
C 1.316 -3.889 -7.414
H 0.120 1.386 -4.360
H 0.309 -1.874 5.594
C 0.980 -2.681 -7.890
H -4.038 0.466 -1.044
H -2.112 -1.622 -1.586
C 0.455 0.159 -2.632
C -1.217 3.666 1.550
C 0.424 2.813 3.749
C 1.093 -1.701 4.848
H 3.812 0.325 2.576
H 1.728 -0.872 5.162
H 1.290 3.275 3.261
C 0.584 -1.143 -2.116
H 4.467 0.871 -0.353
H -0.618 -2.854 1.755
H -2.321 2.786 4.280
H 1.694 -2.609 4.723
H -0.257 1.240 -0.062
C -3.185 0.894 -0.498
H 4.291 2.010 2.188
C 0.227 0.368 -3.986
H 0.577 -4.689 -7.316
H 0.531 1.006 -1.945
C 0.288 -2.022 -4.368
H -0.173 -3.586 3.340
H 0.231 -2.870 -5.044
C 0.145 -0.721 -4.862
H -2.456 1.292 -1.215
H -3.525 1.713 0.149
H -3.226 -0.388 2.780
C -3.569 -0.777 1.814
H -0.044 -2.456 -8.201
C 2.318 2.951 0.213
P 2.381 1.240 0.866
H 0.645 -3.243 -2.622
H -0.019 -0.555 -5.926
S 0.303 -1.263 3.269
H 2.000 3.643 1.001
P -0.767 2.183 2.518
C 3.481 0.389 -0.321
C 0.516 -2.240 -3.016
H -1.872 -2.676 -0.189
H 0.775 1.983 4.375
H -3.142 1.857 2.987
H -0.372 3.978 0.926
H 1.725 -1.892 -8.025

Charge distribution, Mulliken scheme, values in e: 0.2775, 0.5135, -1.2469, 0.2856, 0.4199, -0.9219, 0.2757, 1.4945, -0.1906, 0.2774, -1.1825, 0.5418, 0.4332, 0.2823, 0.5082, 0.3599, 0.4833, -1.3951, 0.3092, 0.4517, -1.6580, -0.5157, 0.4672, 0.4063, -0.6050, 0.4948, 0.3720, 0.0833, -1.1548, -1.1974, -1.1965, 0.4014, 0.3647, 0.3512, 0.8317, 0.5000, 0.1631, 0.5145, 0.4147, 0.3116, -1.3602, 0.4339, -0.8253, 0.3043, 0.2088, -0.4762, 0.5190, 0.3880, -0.3302, 0.3354, 0.3593, 0.2786, -1.3336, 0.2965, -1.1866, 1.2722, 0.4817, 0.4821, 0.5609, 0.3313, 1.2255, -1.2977, -0.6161, 0.3645, 0.3084, 0.3734, 0.2984, 0.2779